Entry from the OMol25 dataset: a cluster of 2 separate species, C4H6O2P in total in a non-equilibrium geometry (ωB97M-V/def2-TZVPD).

Results
Multiplicity: 1
E_tot, hartree: -647.8183
Net charge: -1
HOMO-LUMO gap, eV: 6.44
Energy relative to the best compared isomer or geometry (same formula, charge and spin), kcal per mole: 55.4

Each line ends with the Löwdin charge.
Atoms and positions in Å:
C  1.51  1.47  -0.07  -0.10
C  0.72  0.39  0.25  -0.35
C  -1.99  0.47  0.21  -0.58
C  -0.06  -0.41  -0.66  -0.60
O  -2.26  -0.21  1.12  0.06
O  -2.15  1.30  -0.63  0.07
P  -0.44  -2.10  -0.31  0.66
H  1.98  2.20  0.59  0.00
H  1.39  1.89  -0.99  -0.02
H  0.95  -0.09  1.33  0.11
H  -0.21  -0.05  -1.58  -0.01
H  -0.32  -2.11  1.17  -0.10
H  0.89  -2.76  -0.43  -0.15

Entry from the OMol25 dataset: a structure of composition C4H6O2Pb in a non-equilibrium geometry (ωB97M-V/def2-TZVPD).

Results
Multiplicity: 2
Expectation value of S²: 0.755
E_tot, hartree: -499.2256
Net charge: -1
HOMO-LUMO gap (spin up / spin down), eV: 4.26 / 7.04
Energy relative to the best compared isomer or geometry (same formula, charge and spin), kcal per mole: 0.0

Each line ends with the Mulliken spin population.
Atoms and positions in Å:
O  2.44  1.48  1.32  0.00
C  1.87  0.23  0.94  -0.02
H  3.18  1.63  0.73  0.00
H  1.96  -0.47  1.78  -0.01
C  0.53  0.33  0.33  -0.05
C  -0.56  0.46  1.14  0.09
C  -1.82  1.23  0.77  0.01
O  -2.14  1.17  -0.58  0.02
Pb  -0.84  0.07  -1.60  0.98
H  -0.56  0.05  2.17  -0.02
H  2.28  -0.11  -0.12  0.01
H  -1.69  2.28  1.10  0.01
H  -2.65  0.84  1.40  -0.02

Entry from the OMol25 dataset: the molecule C4H6O2S in a non-equilibrium geometry (ωB97M-V/def2-TZVPD).

Results
Multiplicity: 1
E_tot, hartree: -704.6004
Net charge: 0
HOMO-LUMO gap, eV: 9.43
Energy relative to the best compared isomer or geometry (same formula, charge and spin), kcal per mole: 49.6

Each line ends with the Löwdin charge.
Atoms and positions in Å:
C  -0.06  -2.05  2.74  -0.11
O  -1.08  -1.23  2.27  -0.11
C  -0.90  -0.68  1.04  -0.13
C  0.11  -0.85  0.19  -0.12
O  0.25  -0.16  -1.03  -0.12
C  0.35  1.19  -1.01  -0.75
S  0.60  2.02  -2.34  0.72
H  0.03  -2.95  2.10  0.10
H  -0.29  -2.43  3.76  0.11
H  0.85  -1.49  2.79  0.08
H  -1.80  -0.13  0.77  0.14
H  0.96  -1.47  0.47  0.12
H  0.23  1.58  -0.04  0.06

Copy entry 1 word for word.
Entry from the OMol25 dataset: a cluster of 2 separate species, C4H6O2P in total in a non-equilibrium geometry (ωB97M-V/def2-TZVPD).

Results
Multiplicity: 1
E_tot, hartree: -647.8183
Net charge: -1
HOMO-LUMO gap, eV: 6.44
Energy relative to the best compared isomer or geometry (same formula, charge and spin), kcal per mole: 55.4

Each line ends with the Löwdin charge.
Atoms and positions in Å:
C  1.51  1.47  -0.07  -0.10
C  0.72  0.39  0.25  -0.35
C  -1.99  0.47  0.21  -0.58
C  -0.06  -0.41  -0.66  -0.60
O  -2.26  -0.21  1.12  0.06
O  -2.15  1.30  -0.63  0.07
P  -0.44  -2.10  -0.31  0.66
H  1.98  2.20  0.59  0.00
H  1.39  1.89  -0.99  -0.02
H  0.95  -0.09  1.33  0.11
H  -0.21  -0.05  -1.58  -0.01
H  -0.32  -2.11  1.17  -0.10
H  0.89  -2.76  -0.43  -0.15